[1]
Density functional theory data (the ωB97M-V functional and the def2-TZVPD basis) for C34H38BN10O6SZn as an isolated structure.

```
91
Properties=species:S:1:pos:R:3:lowdin_charge:R:1
Zn -0.90408 -0.16557 0.21862 0.72
N 0.89001 0.60411 1.06485 0.08
C 0.68970 0.83402 2.48886 -0.23
C 1.73183 1.00083 3.35334 -0.01
C 1.48863 1.20424 4.72847 -0.05
C 0.20971 1.23754 5.20369 0.00
C -0.88934 1.06229 4.32872 -0.13
C -2.23496 1.06084 4.76488 0.05
C -3.24591 0.87058 3.86522 0.01
C -2.89736 0.67289 2.52099 -0.09
N -1.65865 0.66553 2.06185 0.05
C -0.64541 0.85960 2.95615 -0.17
H 1.13646 1.47372 0.59650 0.11
H 1.69725 0.00405 0.92361 0.10
H 2.75099 0.98044 2.98479 0.12
H 2.32557 1.33742 5.39949 0.12
H 0.01453 1.39548 6.25660 0.13
H -2.46439 1.19901 5.81572 0.14
H -4.29095 0.82073 4.18372 0.08
H -3.68640 0.50734 1.79406 0.12
O -0.12002 -2.35863 -1.81226 0.11
N 0.36259 -1.34006 -1.38629 0.06
C 8.05125 -0.70197 -4.08709 -0.04
C 6.82131 -0.35994 -4.94078 -0.56
C 7.07338 0.94791 -5.70387 -0.04
C 6.60679 -1.47789 -5.96145 -0.06
C 5.61776 -0.19454 -4.01271 -0.14
C 5.60291 0.86677 -3.09280 -0.01
C 4.56757 1.08321 -2.19465 0.03
C 3.52796 0.18350 -2.24936 -0.16
O 2.35641 0.13589 -1.48248 0.19
B 1.71077 -0.96461 -1.97921 -0.63
O 2.35623 -1.60941 -2.97782 0.27
C 3.52353 -0.86522 -3.14413 -0.14
C 4.54614 -1.08671 -4.03805 0.09
H 8.92890 -0.81075 -4.72599 0.09
H 7.90395 -1.63934 -3.54797 0.09
H 8.26267 0.08073 -3.35727 0.08
H 7.90207 0.81114 -6.39958 0.09
H 7.33913 1.76975 -5.03884 0.08
H 6.19381 1.24380 -6.27814 0.09
H 7.47017 -1.52889 -6.62466 0.09
H 5.72507 -1.29880 -6.57998 0.09
H 6.50805 -2.45433 -5.48341 0.09
H 6.43865 1.55250 -3.07460 0.12
H 4.58152 1.90943 -1.49769 0.13
H 4.50010 -1.91969 -4.72293 0.13
O -6.10591 0.29048 4.53900 -0.39
S -6.28472 -0.41655 5.80630 0.41
O -7.56611 -1.05845 5.95202 -0.32
O -5.76022 0.29298 6.94872 -0.34
C -5.13921 -1.82876 5.65982 -0.33
N -4.92545 -2.57777 6.74333 0.14
C -4.05627 -3.56661 6.63299 -0.09
C -3.32780 -3.80731 5.46926 0.01
C -3.62616 -2.97158 4.41341 -0.24
N -4.54748 -2.01335 4.48532 0.16
C -2.89990 -2.90980 3.12226 -0.11
C -3.61076 -2.60409 1.96457 0.03
C -2.92214 -2.16719 0.85887 -0.11
N -1.58577 -2.00753 0.84744 -0.03
C -0.89930 -2.44636 1.91383 -0.12
C -1.51012 -2.92224 3.05589 0.03
H -3.91565 -4.18593 7.51257 0.12
H -2.59303 -4.59789 5.40561 0.11
H -4.69182 -2.61795 1.97401 0.14
H -3.44944 -1.86841 -0.03813 0.11
H 0.17971 -2.34460 1.87009 0.12
H -0.91302 -3.18915 3.91750 0.13
C -2.09838 2.41792 -0.59092 -0.16
N -1.80027 1.06341 -1.19045 -0.14
C -0.93940 1.30126 -2.40041 -0.17
N -1.56155 2.18704 -3.34955 -0.07
C -1.83628 3.47123 -2.69561 -0.14
N -2.72130 3.29907 -1.54336 -0.08
C -3.97789 2.69476 -1.99837 -0.13
N -3.73677 1.39685 -2.63934 -0.08
C -3.11176 0.51342 -1.68961 -0.16
C -2.83636 1.59652 -3.77696 -0.14
H -1.15634 2.84806 -0.24170 0.13
H -2.75355 2.27085 0.26574 0.11
H -0.76131 0.33686 -2.88154 0.12
H 0.01304 1.72020 -2.06383 0.13
H -2.30723 4.14160 -3.41322 0.14
H -0.89567 3.91716 -2.36690 0.13
H -4.45672 3.36158 -2.71397 0.14
H -4.64506 2.56035 -1.14575 0.14
H -2.91748 -0.45818 -2.15115 0.13
H -3.76757 0.38063 -0.82631 0.12
H -3.31234 2.26128 -4.49635 0.14
H -2.64506 0.63729 -4.26117 0.14
```

Properties
Energy relative to the best compared isomer or geometry (same formula, charge and spin) in kcal/mol: 0.0
F_max in eV Å⁻¹: 0.35
E_tot in eV: -122985.7265
2S+1: 1
Total charge: +1
E_HOMO (spin up / spin down) in eV: -9.73 / -9.73



[2]
Density functional theory data (the ωB97M-V functional and the def2-TZVPD basis) for C34H38MnN5O6PS2 as an isolated structure.

```
87
Properties=species:S:1:pos:R:3:lowdin_spin:R:1
Mn 0.17239 -1.42028 1.12407 4.24
O 0.48857 -5.36083 2.21490 0.01
C 0.85109 -4.33265 1.65952 0.01
O 0.24830 -3.20440 1.82017 0.05
C 2.06891 -4.37848 0.73825 0.00
C 2.44884 -5.67570 0.37891 0.00
C 3.52399 -5.93962 -0.44642 0.00
C 4.26513 -4.86766 -0.92948 0.00
C 3.91266 -3.57998 -0.58281 0.00
C 2.81688 -3.28375 0.24968 0.01
S 2.58155 -1.55513 0.57213 0.05
H 1.85381 -6.48144 0.78665 0.00
H 3.78238 -6.95839 -0.70748 0.00
H 5.11790 -5.03442 -1.57821 0.00
H 4.49041 -2.74449 -0.95982 0.00
C 0.57407 -0.80489 3.10417 -0.30
C -0.82448 -0.74526 3.52911 -0.01
C -1.54709 0.44839 3.39856 -0.05
C -2.88556 0.51261 3.73287 0.01
C -3.52993 -0.62692 4.20470 -0.05
C -2.83523 -1.82775 4.32283 0.01
C -1.49662 -1.88946 3.98198 -0.05
C -4.92724 -0.56022 4.57830 -0.01
N -6.02982 -0.50751 4.90071 -0.02
H 1.18146 -1.60458 3.50714 -0.01
H 1.08128 0.15012 3.01910 -0.01
H -1.04298 1.32107 3.00323 0.00
H -3.44078 1.43395 3.61571 0.00
H -3.35350 -2.71364 4.66439 0.00
H -0.96551 -2.83165 4.01331 0.00
O -0.43450 -2.41929 -0.84417 0.02
C -1.57184 -1.93834 -0.85502 0.01
N -2.01858 -1.14776 0.14234 0.02
S -3.43587 -0.46015 -0.21662 0.00
O -4.43578 -0.77167 0.76550 0.00
O -3.27373 0.93124 -0.57780 0.00
C -3.69486 -1.37734 -1.71469 0.00
C -4.76460 -1.35232 -2.58770 0.00
C -4.66645 -2.14027 -3.72918 0.00
C -3.52998 -2.90805 -3.98194 0.00
C -2.46061 -2.91248 -3.09325 0.00
C -2.57106 -2.13761 -1.95497 0.00
H -5.64270 -0.75323 -2.38811 0.00
H -5.48721 -2.15696 -4.43526 0.00
H -3.48484 -3.50896 -4.88108 0.00
H -1.56703 -3.49796 -3.26524 0.00
O 0.25946 0.66082 0.64343 0.03
P 0.74401 1.90662 -0.00557 0.01
N 0.04303 3.18475 0.77719 0.00
C 0.37273 4.57885 0.42241 0.00
C -0.97925 5.26505 0.11777 0.00
C -1.98287 4.11286 0.02824 0.00
C -1.41051 3.10792 1.01568 0.00
N 2.34639 2.27859 0.08068 0.00
C 2.95919 2.40444 1.42396 0.00
C 4.44156 2.50789 1.10643 0.00
C 4.60515 1.48706 -0.01617 0.00
C 3.31722 1.62041 -0.83439 0.00
N 0.35725 1.84525 -1.60289 0.00
C -0.05816 0.56457 -2.23538 0.00
C 0.15618 0.80117 -3.73397 0.00
C 1.21761 1.89706 -3.79499 0.00
C 0.82534 2.79137 -2.62463 0.00
H 1.05044 4.60994 -0.42895 0.00
H 0.88635 5.06941 1.25281 0.00
H -0.93251 5.86610 -0.79060 0.00
H -1.25151 5.93182 0.93844 0.00
H -1.97800 3.66155 -0.96595 0.00
H -3.00361 4.41175 0.26376 0.00
H -1.77885 2.09496 0.86975 0.00
H -1.62488 3.41572 2.04572 0.00
H 2.76863 1.50610 2.02222 0.00
H 2.55359 3.26858 1.94827 0.00
H 5.06383 2.29255 1.97469 0.00
H 4.67520 3.51599 0.75263 0.00
H 4.66307 0.47976 0.39665 0.00
H 5.48978 1.66406 -0.62825 0.00
H 2.96312 0.63922 -1.15857 0.00
H 3.47254 2.25294 -1.71084 0.00
H -1.10234 0.36342 -2.00539 0.00
H 0.55040 -0.26218 -1.86354 0.00
H -0.76699 1.15726 -4.19699 0.00
H 0.45627 -0.11465 -4.24182 0.00
H 1.23273 2.43322 -4.74459 0.00
H 2.20717 1.47187 -3.62211 0.00
H 0.00947 3.46028 -2.92391 0.00
H 1.64053 3.40975 -2.25018 0.00
```

Properties
Energy relative to the best compared isomer or geometry (same formula, charge and spin) in kcal/mol: 0.0
F_max in eV Å⁻¹: 0.92
E_tot in eV: -117897.0760
Expectation value of S²: 6.440
2S+1: 5
Total charge: -1
E_HOMO (spin up / spin down) in eV: -4.44 / -4.50



[3]
Density functional theory data (the ωB97M-V functional and the def2-TZVPD basis) for C34H39BFeO3S2 as an isolated structure.

```
80
Properties=species:S:1:pos:R:3:lowdin_spin:R:1
C -4.66479 -1.72280 1.52135 0.06
C -3.18115 -1.66332 1.48789 0.37
C -2.36992 -1.46288 2.62009 0.05
C -1.04377 -1.85103 2.38631 0.31
C -0.85629 -2.41964 1.11017 0.38
B -0.98925 2.48129 0.06193 0.45
C -0.20298 -3.66632 0.96562 0.05
C 0.74320 -4.22023 1.83431 0.20
C 1.39222 -5.35935 1.30324 0.01
C 0.93166 -5.73769 0.06053 0.18
C 1.44522 -6.94151 -0.63795 0.03
S -0.25989 -4.63580 -0.51158 0.04
O -2.22443 2.32399 -0.51686 0.08
C -3.15260 2.85692 0.46064 0.02
C -4.13975 3.68961 -0.33626 0.00
C -3.90601 1.65942 1.02140 0.01
C -2.21671 3.58963 1.51845 0.02
C -1.96892 5.07827 1.20507 0.00
C -2.54557 3.36082 2.98240 0.00
O -0.92042 2.98384 1.33078 0.09
S -2.28919 -2.15310 0.09618 0.17
H -4.98856 -1.18487 2.42553 0.00
H -5.10567 -1.28005 0.61204 0.01
H -5.00167 -2.77595 1.60524 0.02
H -2.79656 -1.10989 3.56976 0.00
H -0.22404 -1.75311 3.10023 0.02
H 0.97324 -3.79768 2.81719 0.01
H 2.18740 -5.93202 1.79841 0.00
H 1.88214 -7.61240 0.11170 0.00
H 0.66204 -7.47599 -1.16833 0.00
H 2.19584 -6.65581 -1.38502 0.01
H -4.89918 4.12990 0.32290 0.00
H -3.64021 4.47732 -0.91407 0.00
H -4.65166 3.02527 -1.04826 0.00
H -4.72531 2.03290 1.65316 0.00
H -4.32853 1.07351 0.19007 0.00
H -3.26001 0.96522 1.58060 0.00
H -2.84745 5.70736 1.39520 0.00
H -1.14380 5.42453 1.84561 0.00
H -1.64280 5.23974 0.16238 0.00
H -3.52279 3.79626 3.21735 0.00
H -2.55568 2.29102 3.23667 0.00
H -1.77162 3.82665 3.60708 0.00
C 4.53991 -3.72158 -0.41932 0.00
O 4.03922 -3.01274 0.75526 0.05
C 2.92580 -2.25775 0.56078 0.11
C 2.57051 -1.34173 1.58818 -0.01
C 1.55183 -0.44768 1.36630 0.10
C 0.84073 -0.50248 0.14207 0.07
C 0.11110 0.57451 -0.36961 0.56
C 0.35154 0.94740 -1.78405 0.03
C -0.00992 2.22187 -2.45834 0.08
C 0.49302 2.18933 -3.80624 0.01
C 1.25660 0.96571 -3.98753 0.01
C 1.19977 0.22321 -2.75591 0.03
Fe 1.93352 2.02430 -2.43740 0.13
C 3.78579 1.70200 -1.81276 -0.01
C 3.02407 2.44244 -0.82535 0.02
C 2.50274 3.63717 -1.45914 0.00
C 2.96615 3.65114 -2.83557 0.00
C 3.75700 2.45561 -3.05534 0.00
C 0.97779 -1.65772 -0.65391 0.10
C 2.10414 -2.41933 -0.57320 -0.01
H 5.53735 -4.03446 -0.13402 0.00
H 3.89437 -4.59908 -0.62918 0.00
H 4.56998 -3.05044 -1.30397 0.00
H 3.17729 -1.33581 2.49463 0.00
H 1.30836 0.30581 2.11277 0.00
H 0.21999 1.53914 0.31036 0.08
H -0.64063 3.01736 -2.05656 0.03
H 0.27519 2.93424 -4.57590 0.00
H 1.73893 0.60374 -4.89766 0.00
H 1.65855 -0.74629 -2.58867 0.00
H 4.36640 0.80320 -1.61406 0.00
H 2.95954 2.20027 0.23326 0.00
H 1.96471 4.43720 -0.95344 0.00
H 2.81610 4.46374 -3.54734 0.00
H 4.30235 2.20512 -3.96370 0.00
H 0.24760 -1.83776 -1.43436 0.00
H 2.30681 -3.18169 -1.33019 0.00
```

Properties
Energy relative to the best compared isomer or geometry (same formula, charge and spin) in kcal/mol: 42.6
F_max in eV Å⁻¹: 3.61
E_tot in eV: -98760.2253
Expectation value of S²: 6.099
2S+1: 5
Total charge: 0
E_HOMO (spin up / spin down) in eV: -5.21 / -7.91



Q: Which of these has the lowest F_max?
A: C34H38BN10O6SZn